Record 1
17
Properties=species:S:1:pos:R:3 method="wB97M-V/def2-TZVPD" total_charge=+1 e_above_lowest_kcal_mol=46.9 total_energy_ev=-15096.3047 largest_force_ha_per_bohr=0.0981
C -0.07 0.49 1.57
C -0.40 1.16 0.25
C -0.10 -1.02 1.61
C 0.35 -0.27 -0.97
N -0.84 -0.45 -1.79
P 0.84 -1.65 0.11
H 0.91 0.77 1.90
H -0.86 1.01 2.19
H -1.46 1.18 -0.13
H 0.01 2.14 0.03
H 0.34 -1.49 2.50
H -1.15 -1.32 1.61
H 1.12 0.27 -1.53
H -0.86 -1.47 -2.20
H -0.96 0.36 -2.42
H -1.62 -0.39 -1.21
H 2.07 -1.15 0.67

***

Record 2
17
Properties=species:S:1:pos:R:3 method="wB97M-V/def2-TZVPD" e_above_lowest_kcal_mol=14.2 total_energy_ev=-16651.1781 largest_force_ha_per_bohr=0.0263 smiles=CCSCNC
C -2.13 -0.45 0.69
C -0.91 0.17 1.34
S -0.35 1.67 0.46
C 0.24 0.88 -1.09
N 0.86 -0.40 -0.95
C 2.17 -0.35 -0.31
H -2.84 -0.84 1.44
H -1.93 -1.31 0.08
H -2.71 0.29 0.13
H -0.07 -0.52 1.25
H -1.01 0.32 2.41
H 0.91 1.63 -1.52
H -0.64 0.80 -1.73
H 0.91 -0.87 -1.84
H 2.14 0.42 0.46
H 3.00 -0.15 -1.00
H 2.38 -1.30 0.18

***

Record 3
17
Properties=species:S:1:pos:R:3 method="wB97M-V/def2-TZVPD" e_above_lowest_kcal_mol=32.0 total_energy_ev=-16650.4061 largest_force_ha_per_bohr=0.0439 smiles=CCNCCS
C -0.88 3.14 1.27
C -0.49 1.69 1.03
N -0.27 1.48 -0.40
C 0.33 0.19 -0.92
C 0.41 -0.96 0.10
S 0.49 -2.76 -0.53
H -1.39 3.27 2.22
H 0.10 3.63 1.30
H -1.42 3.69 0.42
H -1.31 1.05 1.36
H 0.43 1.49 1.55
H -1.05 1.68 -1.00
H 1.34 0.48 -1.23
H -0.24 -0.14 -1.77
H 1.43 -1.07 0.53
H -0.49 -0.90 0.70
H 0.23 -2.57 -1.87